(1)
The following is a DFT calculation (the ωB97M-V functional and the def2-TZVPD basis) of one molecule with the formula C21H28N4O2S at a distorted geometry.

Geometry as XYZ:
```
56
Properties=species:S:1:pos:R:3:nbo_charge:R:1
C 4.61255 -0.35516 -4.62636 -0.59
H 3.53360 -0.33363 -4.76179 0.22
H 4.90966 0.52270 -4.05609 0.20
H 5.08632 -0.31252 -5.60407 0.21
C 5.03475 -1.62899 -3.89254 -0.28
C 4.35544 -1.70709 -2.57158 0.05
N 3.55906 -2.65063 -2.22158 -0.27
N 3.06322 -2.52697 -0.99414 -0.31
C 3.48401 -1.46952 -0.38509 0.21
N 3.11764 -1.12626 0.88227 -0.64
C 3.51275 0.03904 1.46727 0.69
O 4.24028 0.83371 0.91023 -0.60
C 2.94852 0.24751 2.85843 -0.49
H 3.49298 1.07610 3.31178 0.24
H 3.10354 -0.65605 3.45049 0.24
C 1.45030 0.57892 2.82278 -0.50
C 0.58815 -0.66893 2.66753 0.70
O 1.09033 -1.78294 2.57164 -0.68
N -0.74410 -0.50111 2.67595 -0.42
C -1.46492 0.75127 2.67208 -0.21
H -0.80187 1.58459 2.89419 0.22
C -2.14517 0.95604 1.31635 -0.42
H -2.69852 1.89610 1.32559 0.23
C -3.08856 -0.20959 1.01440 -0.21
C -2.30268 -1.51955 1.09477 -0.40
C -1.60954 -1.64452 2.45019 -0.23
H -0.99404 -2.54392 2.48959 0.25
H -2.35338 -1.68138 3.25328 0.19
H -2.96827 -2.37172 0.95233 0.21
H -1.54843 -1.54411 0.30546 0.21
C -3.75208 -0.04925 -0.36211 -0.41
C -4.63416 1.16586 -0.40974 -0.04
C -5.88277 1.14706 0.20040 -0.16
C -6.69159 2.26874 0.19055 -0.22
C -6.26194 3.42895 -0.43143 -0.22
C -5.02152 3.45817 -1.04437 -0.20
C -4.21400 2.33417 -1.03173 -0.21
H -3.24790 2.36276 -1.51556 0.21
H -4.68159 4.35849 -1.53511 0.21
H -6.89329 4.30498 -0.44148 0.21
H -7.66091 2.23767 0.66645 0.21
H -6.22594 0.24162 0.68113 0.20
H -4.34911 -0.94110 -0.56577 0.22
H -2.97698 0.02112 -1.12748 0.21
H -3.87557 -0.22315 1.77755 0.20
H -1.38146 1.01596 0.53756 0.20
H -2.22910 0.70471 3.45741 0.20
H 1.24843 1.27040 2.00178 0.23
H 1.17796 1.06960 3.76009 0.24
H 2.46509 -1.73544 1.38557 0.46
S 4.58022 -0.48199 -1.32592 0.37
C 6.55195 -1.66985 -3.70295 -0.59
H 6.84587 -2.57868 -3.18302 0.22
H 6.88078 -0.81270 -3.11875 0.20
H 7.05034 -1.64535 -4.66900 0.21
H 4.71565 -2.50413 -4.46746 0.23
```

Properties
HOMO energy	-8.64	eV
F_max	1.72	eV/Å
E	-1584.76663	a.u.
SMILES	CC(C)c1nnc(NC(=O)CCC(=O)N2CCC(Cc3ccccc3)CC2)s1

=====

(2)
The following is a DFT calculation (the ωB97M-V functional and the def2-TZVPD basis) of one molecule with the formula C21H28N4O2S at a distorted geometry.

Geometry as XYZ:
```
56
Properties=species:S:1:pos:R:3:nbo_charge:R:1
C -3.83781 -2.45327 -0.13394 -0.63
C -2.37724 -2.26053 0.14298 -0.01
C -1.43841 -2.48271 -0.85864 -0.22
C -0.08736 -2.35684 -0.60220 -0.22
C 0.36343 -2.00001 0.66329 0.04
C -0.56996 -1.75387 1.65856 -0.24
C -1.92355 -1.88663 1.39963 -0.21
H -2.63694 -1.70033 2.19041 0.21
H -0.23741 -1.46043 2.64320 0.24
C 1.84353 -1.90875 0.93126 -0.26
N 2.46291 -0.96241 0.01508 -0.45
C 3.87748 -1.12087 -0.22461 -0.22
C 4.18257 -0.43209 -1.55289 -0.21
N 3.68672 0.92351 -1.51843 -0.61
C 2.67143 1.36888 -0.75790 0.70
O 2.25954 2.51170 -0.84553 -0.65
C 2.10717 0.41076 0.28089 -0.17
C 2.53300 0.95422 1.68356 -0.52
C 1.31594 1.05485 2.58093 0.69
O 1.13517 0.35494 3.55782 -0.64
N 0.45468 2.01146 2.17335 -0.61
H 0.63257 2.46187 1.28506 0.42
C -0.91256 2.04384 2.62302 -0.26
C -1.83816 1.61557 1.51893 0.12
C -3.17314 1.38253 1.62623 -0.45
S -3.83651 0.96163 0.09672 0.38
C -2.23207 1.12701 -0.59341 0.13
N -1.33930 1.46258 0.26301 -0.49
C -2.01621 0.95350 -2.05662 -0.27
C -0.53099 0.81279 -2.37515 -0.61
H 0.01213 1.68737 -2.02800 0.23
H -0.39185 0.71349 -3.44917 0.21
H -0.12237 -0.06652 -1.88460 0.22
C -2.62167 2.15261 -2.79646 -0.59
H -2.11413 3.06693 -2.49789 0.21
H -2.50455 2.02490 -3.86971 0.21
H -3.68162 2.25000 -2.57074 0.21
H -2.54488 0.04671 -2.37345 0.21
H -3.79489 1.43739 2.49614 0.24
H -0.99372 1.36701 3.47893 0.25
H -1.17589 3.05680 2.95257 0.21
H 3.26825 0.29397 2.14414 0.23
H 2.97328 1.94594 1.57110 0.24
H 1.01456 0.48076 0.20090 0.27
H 4.02198 1.56495 -2.22389 0.41
H 3.69630 -0.98740 -2.36523 0.19
H 5.26035 -0.41224 -1.73809 0.20
H 4.50781 -0.68683 0.56950 0.17
H 4.11568 -2.18287 -0.30576 0.21
H 2.29482 -2.88828 0.74338 0.21
H 2.01135 -1.65471 1.98690 0.20
H 0.63482 -2.54250 -1.38432 0.21
H -1.77378 -2.76852 -1.84623 0.21
H -4.44491 -2.05813 0.67648 0.22
H -4.05845 -3.51560 -0.24160 0.22
H -4.12710 -1.95812 -1.05951 0.21
```

Properties
HOMO energy	-8.62	eV
F_max	1.09	eV/Å
E	-1584.77934	a.u.
SMILES	Cc1ccc(CN2CCNC(=O)[C@@H]2CC(=O)NCc2csc(C(C)C)n2)cc1

=====

(3)
The following is a DFT calculation (the ωB97M-V functional and the def2-TZVPD basis) of one molecule with the formula C21H28N4O3S.

Geometry as XYZ:
```
57
Properties=species:S:1:pos:R:3:nbo_charge:R:1
C -7.60088 -3.28199 0.55202 -0.64
C -8.10237 -1.87756 0.24783 -0.07
H -8.47407 -1.82591 -0.78048 0.20
H -8.88937 -1.58045 0.94428 0.19
O -7.07524 -0.90245 0.41970 -0.53
C -6.22700 -0.75334 -0.62291 0.90
O -6.29707 -1.37276 -1.65857 -0.66
N -5.29953 0.19822 -0.37095 -0.45
C -4.23671 0.43425 -1.32498 -0.23
H -4.43856 1.34412 -1.90274 0.19
H -4.21345 -0.41241 -2.01442 0.25
C -2.91081 0.57288 -0.58371 -0.22
N -2.97413 1.71270 0.30738 -0.44
C -1.93629 2.53739 0.60036 0.68
O -2.10004 3.56341 1.23586 -0.62
C -0.58967 2.11679 0.11375 -0.17
C -0.04016 0.89587 0.48856 -0.15
C 1.23604 0.59618 0.06323 -0.24
C 1.98439 1.48627 -0.74010 0.13
C 1.42318 2.70887 -1.09287 -0.22
C 0.15235 3.01600 -0.65457 -0.17
H -0.29154 3.96771 -0.90422 0.23
H 1.99344 3.39725 -1.69533 0.23
N 3.22529 1.04694 -1.08718 -0.53
C 3.48484 -0.11920 -0.60903 0.34
N 4.60291 -0.81008 -0.85596 -0.43
C 4.97187 -1.99395 -0.11845 -0.20
H 4.07757 -2.45206 0.30703 0.21
C 5.97923 -1.64525 0.97906 -0.41
H 6.27148 -2.55424 1.50647 0.21
C 7.20836 -0.96251 0.37338 -0.22
C 8.20558 -0.56841 1.45836 -0.60
H 7.75228 0.13350 2.15481 0.20
H 9.08122 -0.09721 1.01839 0.21
H 8.52959 -1.44403 2.01595 0.21
C 6.75766 0.26014 -0.43014 -0.41
H 7.61321 0.72605 -0.92059 0.21
C 5.72404 -0.14007 -1.48319 -0.22
H 5.34274 0.73438 -2.00959 0.25
H 6.17051 -0.83382 -2.20345 0.19
H 6.31018 0.99434 0.24295 0.21
H 7.69489 -1.66825 -0.31063 0.19
H 5.50594 -0.97228 1.69748 0.21
H 5.42296 -2.70148 -0.82334 0.20
S 2.17251 -0.84133 0.37931 0.29
H -0.58480 0.20842 1.11702 0.21
C -4.29719 2.08803 0.77469 -0.23
H -4.17751 2.59033 1.73769 0.25
C -5.18368 0.86072 0.91408 -0.22
H -6.17855 1.15540 1.25514 0.23
H -4.76025 0.17373 1.65841 0.19
H -4.75605 2.80345 0.08080 0.19
H -2.72375 -0.34947 -0.01809 0.19
H -2.09492 0.70903 -1.29724 0.23
H -7.18710 -3.32555 1.55676 0.21
H -8.42334 -3.98720 0.47470 0.21
H -6.83022 -3.55907 -0.16279 0.22
```

Properties
HOMO energy	-7.88	eV
F_max	0.98	eV/Å
E	-1660.03111	a.u.
SMILES	CCOC(=O)N1CCN(C(=O)c2ccc3nc(N4CCC(C)CC4)sc3c2)CC1

=====

(4)
The following is a DFT calculation (the ωB97M-V functional and the def2-TZVPD basis) of one molecule with the formula C21H28N4O4.

Geometry as XYZ:
```
57
Properties=species:S:1:pos:R:3:nbo_charge:R:1
C -7.36476 -0.26584 2.73947 -0.24
O -6.85089 -0.20002 1.43539 -0.55
C -7.36242 0.88694 0.69615 -0.05
C -6.67076 0.95951 -0.66491 -0.51
C -5.26312 1.52969 -0.53529 0.69
O -5.08157 2.72906 -0.66113 -0.65
N -4.24822 0.68624 -0.25561 -0.44
C -4.29483 -0.75048 -0.13785 -0.22
H -5.31773 -1.09838 -0.02567 0.24
C -3.61102 -1.39159 -1.34796 -0.42
H -3.61487 -2.47632 -1.23955 0.22
H -4.14237 -1.12577 -2.26324 0.21
C -2.16315 -0.90008 -1.45656 0.10
C -2.12916 0.63495 -1.46169 -0.44
C -2.89028 1.18962 -0.25680 -0.23
H -2.93304 2.27884 -0.29891 0.25
H -2.39404 0.87829 0.66795 0.20
H -1.09820 0.98946 -1.42887 0.22
H -2.59196 0.99363 -2.38249 0.22
H -1.72216 -1.29112 -2.38537 0.18
O -1.47016 -1.43227 -0.33810 -0.51
C -0.11531 -1.49282 -0.32704 0.32
C 0.72889 -1.10307 -1.36354 -0.27
C 2.10040 -1.22656 -1.22867 -0.17
C 2.66113 -1.74024 -0.06593 -0.18
C 1.81030 -2.14745 0.96162 -0.13
C 0.44690 -2.01992 0.83974 -0.26
H -0.21664 -2.32863 1.63219 0.22
H 2.24820 -2.56534 1.85517 0.24
C 4.12429 -1.91730 0.13234 0.67
O 4.58426 -2.73900 0.90581 -0.63
N 4.91679 -1.12353 -0.63309 -0.60
H 4.53871 -0.30152 -1.07869 0.42
C 6.34627 -1.09036 -0.43745 -0.27
C 6.79162 0.30554 -0.15992 0.33
N 6.15554 1.38103 -0.54164 -0.49
C 6.89737 2.43506 -0.10136 -0.10
C 8.00780 1.99387 0.55923 0.10
N 7.92791 0.62226 0.51499 -0.52
H 8.58854 -0.02046 0.92006 0.42
C 9.12878 2.70525 1.22285 -0.64
H 9.18293 2.44110 2.27934 0.22
H 10.08075 2.44635 0.75820 0.22
H 8.98088 3.77785 1.13920 0.23
H 6.58159 3.44114 -0.28877 0.21
H 6.85212 -1.47220 -1.33713 0.21
H 6.58202 -1.75636 0.39995 0.25
H 2.72733 -0.93835 -2.05951 0.21
H 0.33387 -0.70739 -2.28629 0.21
H -3.74321 -1.03344 0.76449 0.21
H -6.68376 -0.01924 -1.14045 0.22
H -7.22664 1.66366 -1.28576 0.24
H -7.19837 1.82872 1.24124 0.18
H -8.44838 0.75903 0.55639 0.17
H -6.90883 -1.13412 3.21058 0.19
H -7.11359 0.63594 3.31104 0.17
H -8.45575 -0.38387 2.73187 0.17
```

Properties
HOMO energy	-8.50	eV
F_max	0.78	eV/Å
E	-1337.04685	a.u.
SMILES	COCCC(=O)N1CCC(Oc2ccc(C(=O)NCc3ncc(C)[nH]3)cc2)CC1

=====

Molar mass (computed, g/mol): 400.5, 400.5, 416.5, 400.5